[1]
DFT (the ωB97M-V functional and the def2-TZVPD basis) results for CHF3MgNNiO3S2 as an isolated structure.

Output
E_tot ... -3123.2546 hartree
⟨S²⟩ ... 2.017
Charge ... +1
LUMO level (alpha / beta) ... -0.221 / -0.289 Eh
Spin multiplicity ... 3
Gap between HOMO and LUMO (alpha / beta) ... 6.75 / 4.90 eV

Element x y z (Å)
Ni 0.432 -0.269 2.466
N -0.748 0.858 -0.131
S -1.918 0.602 0.947
O -1.392 -0.164 2.196
S 0.920 0.946 0.381
O 1.478 -0.142 -0.694
C -2.059 2.302 1.745
F -2.499 3.165 0.847
F -0.872 2.699 2.193
F -2.907 2.243 2.758
Mg -0.178 -0.269 -1.615
O -0.320 -0.676 -3.423
H 0.326 -1.125 -3.968

---

[2]
DFT (the ωB97M-V functional and the def2-TZVPD basis) results for an isolated ion of composition C5H6NO2S and charge -1.

Output
E_tot ... -797.5405 hartree
Charge ... -1
LUMO level ... 0.135 Eh
SMILES ... CCn1oc(=S)cc1[O-]
Gap between HOMO and LUMO ... 7.33 eV

Element x y z (Å)
C 1.623 -0.847 -0.490
C 1.283 -0.190 0.858
N -0.119 0.193 0.834
O -1.095 -0.794 0.755
C -2.260 -0.182 -0.107
S -3.687 -0.929 -0.240
C -1.749 1.028 -0.480
C -0.442 1.235 0.012
O 0.370 2.181 -0.205
H 1.207 -0.196 -1.302
H 2.806 -1.062 -0.561
H 1.145 -1.857 -0.514
H 1.326 -1.068 1.576
H 1.825 0.799 0.945
H -2.231 1.690 -1.081

---

[3]
DFT (the ωB97M-V functional and the def2-TZVPD basis) results for a 3-piece molecular cluster, C2H10N3O overall.

Output
E_tot ... -321.2001 hartree
⟨S²⟩ ... 2.012
Charge ... +1
LUMO level (alpha / beta) ... -0.166 / -0.237 Eh
Spin multiplicity ... 3
Gap between HOMO and LUMO (alpha / beta) ... 7.98 / 7.56 eV

Element x y z (Å)
C 3.214 -0.943 -0.225
C -0.187 0.550 0.547
N -1.052 0.739 -0.333
N 2.021 1.057 -0.371
N -3.701 -0.316 0.066
O 2.935 0.361 0.352
H 2.559 -1.132 -1.125
H 3.113 -1.719 0.485
H 4.391 -1.058 -0.325
H -0.477 0.039 1.565
H -1.953 0.182 -0.244
H -0.938 1.389 -1.121
H 2.001 1.992 -0.169
H -4.200 -1.249 -0.113
H -3.363 -0.331 1.092
H -4.363 0.438 -0.080

---

[4]
DFT (the ωB97M-V functional and the def2-TZVPD basis) results for a 2-piece molecular cluster, CH6O overall.

Output
E_tot ... -116.4623 hartree
⟨S²⟩ ... 0.754
Charge ... +1
LUMO level (alpha / beta) ... -0.208 / -0.482 Eh
Spin multiplicity ... 2
Gap between HOMO and LUMO (alpha / beta) ... 11.73 / 4.16 eV

Element x y z (Å)
C 1.731 -0.447 0.507
H 2.595 -0.080 -0.038
H 1.309 0.414 1.107
H 2.034 -1.207 1.248
H 1.055 -0.657 -0.255
H -1.083 0.093 -1.113
H -1.701 0.106 0.352
O -1.805 0.506 -0.546